The following is a quantum chemistry calculation of a molecular structure, C41H60N7O2SeTa, from OMol25.

The total charge is +2.

Last column: Löwdin charge in e.
Geometry (Å):
1 Ta 0.32898 0.95727 -0.25055  1.91
2 C -1.26426 -1.80576 -0.93305  -0.05
3 N 0.03019 -1.47320 -0.28463  -0.32
4 C 1.13679 -2.15983 -0.98864  -0.06
5 C 0.01597 -1.96360 1.10998  -0.17
6 C -0.63282 -0.98563 2.04185  -0.16
7 N 0.13300 0.27861 2.09561  -0.19
8 C -0.65461 1.29578 2.86528  -0.10
9 C -1.70341 2.14981 2.17338  -0.15
10 C -2.15557 3.23826 2.90046  0.02
11 C -3.09383 4.11960 2.37955  -0.14
12 C -3.66781 3.77634 1.16038  0.04
13 C -3.27258 2.67851 0.39567  -0.09
14 C -2.21252 1.92458 0.90008  -0.21
15 O -1.46666 1.06678 0.09240  -0.30
16 C -4.08177 2.33283 -0.86964  -0.52
17 C -5.33246 1.57393 -0.39297  -0.03
18 C -3.35061 1.45219 -1.89402  -0.05
19 C -4.52299 3.60900 -1.60915  -0.04
20 C -3.47082 5.38945 3.13924  -0.55
21 C -4.29704 6.34563 2.27659  -0.06
22 C -4.29001 5.00279 4.38143  -0.03
23 C -2.19861 6.12646 3.57998  -0.05
24 C 1.44233 0.05328 2.80537  -0.08
25 C 2.61586 0.91468 2.41012  -0.15
26 C 3.38341 1.52429 3.39025  0.02
27 C 4.52901 2.23828 3.06226  -0.15
28 C 4.88603 2.28449 1.71586  0.04
29 C 4.15212 1.68409 0.69532  -0.08
30 C 2.99515 1.01682 1.08305  -0.24
31 O 2.08179 0.56350 0.14640  -0.28
32 C 4.57494 1.84538 -0.77608  -0.51
33 C 6.09130 2.07823 -0.88502  -0.05
34 C 4.24939 0.60584 -1.63529  -0.04
35 C 3.84383 3.07423 -1.34292  -0.03
36 C 5.40003 2.93133 4.10912  -0.55
37 C 6.80394 2.30100 4.07263  -0.03
38 C 4.83722 2.76957 5.52134  -0.06
39 C 5.50203 4.43123 3.79621  -0.04
40 H -1.38030 -2.88912 -1.00269  0.11
41 H -1.30417 -1.37954 -1.93445  0.07
42 H -2.08869 -1.39753 -0.35394  0.08
43 H 1.06264 -3.23981 -0.84465  0.12
44 H 2.09377 -1.80919 -0.60897  0.09
45 H 1.09202 -1.95556 -2.04467  0.04
46 H 1.04701 -2.14866 1.39714  0.12
47 H -0.50732 -2.92170 1.16988  0.15
48 H -0.70716 -1.43400 3.03660  0.15
49 H -1.64390 -0.74986 1.71253  0.13
50 H 0.06381 1.97372 3.32419  0.11
51 H -1.15068 0.76108 3.68110  0.15
52 H -1.74325 3.40111 3.89268  0.13
53 H -4.46451 4.39597 0.77828  0.10
54 H -5.05809 0.67794 0.16993  0.09
55 H -5.93907 1.27041 -1.25024  0.10
56 H -5.94523 2.20457 0.25479  0.09
57 H -3.21813 0.43026 -1.53410  0.07
58 H -2.37567 1.86397 -2.16160  0.06
59 H -3.95485 1.40245 -2.80119  0.09
60 H -5.24450 4.19323 -1.03868  0.08
61 H -5.01149 3.33509 -2.54593  0.09
62 H -3.66436 4.24791 -1.83968  0.09
63 H -5.28532 5.93885 2.04723  0.09
64 H -3.78610 6.58027 1.33833  0.09
65 H -4.44920 7.28090 2.81733  0.09
66 H -5.22391 4.51383 4.09368  0.09
67 H -4.53507 5.89475 4.96176  0.09
68 H -3.73375 4.31893 5.02738  0.08
69 H -1.60128 6.42984 2.71501  0.08
70 H -1.56922 5.51551 4.23062  0.07
71 H -2.47114 7.02490 4.13704  0.09
72 H 1.73504 -0.98083 2.64710  0.12
73 H 1.26963 0.16230 3.87713  0.14
74 H 3.06492 1.43478 4.42283  0.12
75 H 5.78887 2.81445 1.45004  0.11
76 H 6.64786 1.29994 -0.35840  0.10
77 H 6.39373 3.04951 -0.49105  0.09
78 H 6.38741 2.05592 -1.93384  0.09
79 H 4.47091 -0.31763 -1.09390  0.10
80 H 4.86548 0.61636 -2.53436  0.09
81 H 3.20712 0.57828 -1.95653  0.05
82 H 4.09976 3.97091 -0.77432  0.10
83 H 2.75637 2.94453 -1.28988  0.05
84 H 4.12881 3.23489 -2.38747  0.09
85 H 6.74666 1.22683 4.26492  0.09
86 H 7.43725 2.75058 4.84052  0.09
87 H 7.29075 2.44732 3.10571  0.08
88 H 4.80635 1.72149 5.83000  0.09
89 H 3.83462 3.19735 5.60913  0.09
90 H 5.48145 3.29980 6.22380  0.10
91 H 5.81023 4.61887 2.76428  0.08
92 H 6.23439 4.89903 4.45767  0.09
93 H 4.54072 4.92456 3.95944  0.06
94 N 0.32165 4.19260 -3.42028  0.16
95 C -0.00982 5.05586 -2.39722  -0.01
96 C -0.24429 4.27786 -1.30840  -0.08
97 N -0.06541 2.95813 -1.66370  0.02
98 C 0.27178 2.94540 -2.92587  -0.29
99 C 0.44734 1.66731 -3.55336  -0.27
100 N 0.39902 0.56566 -2.82973  0.07
101 C 0.47895 -0.47693 -3.73915  -0.11
102 C 0.58122 0.01645 -4.99679  -0.02
103 N 0.56001 1.38341 -4.85931  0.16
104 H 0.57375 4.47593 -4.35294  0.18
105 H -0.04372 6.12435 -2.52986  0.14
106 H -0.53911 4.56534 -0.31225  0.11
107 H 0.44026 -1.51159 -3.46116  0.09
108 H 0.66651 -0.47502 -5.95200  0.14
109 H 0.59723 2.04133 -5.62119  0.18
110 Se 1.67191 4.78081 2.40038  0.85
111 C 1.11489 3.49905 1.42726  -0.85
112 N 0.65771 2.64050 0.73130  -0.10


The following is a quantum chemistry calculation of a molecular structure, C41H62BiN4O8PSSe, from OMol25.

The total charge is 0.

Last column: Löwdin charge in e.
Geometry (Å):
1 Bi 0.12534 -1.88514 -1.15426  1.83
2 C -3.92423 5.16243 -0.85177  -0.07
3 C -2.49582 4.72339 -0.52529  -0.56
4 C -1.51790 5.66893 -1.23943  -0.04
5 C -2.29668 4.83878 0.99451  -0.05
6 C -2.21457 3.28665 -0.96412  -0.17
7 C -0.99133 2.70390 -0.68081  -0.06
8 C -0.74139 1.39651 -1.05526  -0.36
9 Se 0.89047 0.56185 -0.45830  1.19
10 C 0.35771 0.37112 1.38121  -0.38
11 C 0.74288 1.35465 2.27494  -0.08
12 C 0.41710 1.24409 3.61773  -0.18
13 C -0.22646 0.07054 4.01010  0.03
14 C -0.59688 -0.95076 3.13972  -0.09
15 C -0.36227 -0.77717 1.75244  -0.39
16 O -0.80124 -1.63904 0.84902  -0.35
17 C -1.19982 -2.25573 3.67221  -0.53
18 C -1.28889 -2.27861 5.19919  -0.07
19 C -0.28613 -3.41857 3.24363  -0.05
20 C -2.61548 -2.47069 3.11010  -0.04
21 C 0.73369 2.38783 4.58174  -0.56
22 C 0.02428 3.65696 4.08222  -0.05
23 C 2.24850 2.63423 4.62228  -0.05
24 C 0.25122 2.09866 6.00369  -0.07
25 C -1.65420 0.61065 -1.77162  -0.35
26 O -1.34067 -0.62485 -2.17511  -0.36
27 C -2.91516 1.19160 -2.05448  -0.08
28 C -3.14827 2.49678 -1.63426  0.04
29 C -4.01232 0.38882 -2.76813  -0.53
30 C -5.28428 1.21132 -2.98164  -0.07
31 C -3.51344 -0.07139 -4.14634  -0.04
32 C -4.37767 -0.83411 -1.90704  -0.03
33 H -4.07913 6.18183 -0.49139  0.08
34 H -4.11035 5.15500 -1.92846  0.09
35 H -4.65820 4.51891 -0.36064  0.09
36 H -1.70353 6.70355 -0.93686  0.08
37 H -0.48250 5.42153 -0.99652  0.08
38 H -1.63809 5.59559 -2.32262  0.09
39 H -2.52053 5.85584 1.32905  0.09
40 H -2.95946 4.14625 1.51913  0.09
41 H -1.26912 4.60709 1.27961  0.06
42 H -0.21522 3.24983 -0.15489  0.11
43 H 1.29624 2.20588 1.89167  0.10
44 H -0.44964 -0.06337 5.05902  0.08
45 H -0.31009 -2.12922 5.66257  0.09
46 H -1.98001 -1.51713 5.57054  0.09
47 H -1.66542 -3.25282 5.51756  0.09
48 H 0.71829 -3.27352 3.65298  0.08
49 H -0.68039 -4.37093 3.61058  0.09
50 H -0.21747 -3.46734 2.15798  0.07
51 H -3.28131 -1.66777 3.43800  0.09
52 H -2.59709 -2.48003 2.02349  0.07
53 H -3.02055 -3.42251 3.46579  0.08
54 H 0.40627 3.96060 3.10532  0.07
55 H -1.04919 3.47919 3.98553  0.09
56 H 0.17836 4.48562 4.77962  0.09
57 H 2.63744 2.88435 3.63275  0.08
58 H 2.47887 3.46419 5.29630  0.08
59 H 2.77091 1.74373 4.98130  0.08
60 H -0.83090 1.95143 6.03196  0.09
61 H 0.73923 1.21311 6.41851  0.09
62 H 0.49339 2.94618 6.64855  0.08
63 H -4.12045 2.92278 -1.83531  0.08
64 H -5.08724 2.10618 -3.57804  0.09
65 H -6.01253 0.60042 -3.51917  0.08
66 H -5.73615 1.51156 -2.03270  0.09
67 H -3.21525 0.79103 -4.75080  0.09
68 H -2.65922 -0.73347 -4.04224  0.06
69 H -4.30844 -0.60842 -4.67337  0.09
70 H -4.68208 -0.51535 -0.90720  0.09
71 H -5.20371 -1.38656 -2.36463  0.08
72 H -3.52640 -1.50376 -1.80953  0.07
73 O 2.07784 -0.41750 -3.02306  -0.23
74 O 2.10876 -1.69129 -2.38515  -0.42
75 C 2.99743 -5.00189 1.83277  -0.10
76 N 3.36948 -4.27111 0.61780  -0.29
77 C 2.59094 -4.73462 -0.53790  -0.13
78 P 3.39469 -2.59025 0.74645  0.56
79 O 2.04584 -1.95925 0.56691  -0.42
80 N 4.68463 -2.16177 -0.19838  -0.29
81 C 5.15337 -2.92141 -1.35564  -0.10
82 C 4.86819 -0.71470 -0.33482  -0.09
83 N 3.89933 -2.21286 2.27054  -0.31
84 C 3.11673 -1.37217 3.16565  -0.08
85 C 5.25504 -2.50475 2.70478  -0.11
86 H 3.18026 -6.06513 1.66578  0.09
87 H 1.94217 -4.86435 2.09383  0.07
88 H 3.61008 -4.67978 2.67105  0.07
89 H 2.93837 -5.72511 -0.83740  0.09
90 H 2.71648 -4.05266 -1.38197  0.06
91 H 1.52042 -4.80278 -0.30264  0.08
92 H 5.04910 -3.98658 -1.16256  0.07
93 H 6.21266 -2.69678 -1.49910  0.09
94 H 4.61021 -2.65378 -2.26457  0.08
95 H 4.64963 -0.22339 0.61691  0.08
96 H 4.22595 -0.28372 -1.10342  0.07
97 H 5.90891 -0.51703 -0.59695  0.09
98 H 2.10893 -1.24608 2.77387  0.05
99 H 3.57529 -0.38336 3.28147  0.09
100 H 3.05295 -1.83483 4.15595  0.09
101 H 5.75111 -3.13570 1.97146  0.08
102 H 5.23798 -3.02957 3.66586  0.08
103 H 5.83813 -1.58627 2.83309  0.09
104 O -0.02248 -2.41401 -3.97262  0.01
105 C 0.32570 -1.39802 -4.54359  -0.42
106 N 1.28181 -0.49298 -4.18326  -0.11
107 S 1.42845 0.91725 -5.12995  0.74
108 O 2.70584 0.91903 -5.76531  -0.24
109 O 1.03976 2.04160 -4.34324  -0.24
110 C 0.17203 0.34697 -6.22938  -0.21
111 C -0.29773 0.95710 -7.37307  -0.03
112 C -1.22398 0.25820 -8.13646  -0.06
113 C -1.65656 -1.00587 -7.74824  -0.05
114 C -1.17965 -1.59779 -6.58636  0.01
115 C -0.25537 -0.90632 -5.82890  -0.13
116 H 0.03818 1.94858 -7.64938  0.13
117 H -1.60403 0.69881 -9.04918  0.11
118 H -2.37742 -1.53306 -8.35980  0.11
119 H -1.50089 -2.58211 -6.27221  0.13


Number 1: total energy -124906.352 eV. Number 2: total energy -157173.160 eV.